The following is a DFT calculation (ωB97M-V with the def2-TZVPD basis set) of a 2-piece molecular cluster, C5H13NO overall in a non-equilibrium geometry.

CARTESIAN COORDINATES (ANGSTROEM)
C 2.983 1.608 -0.991
C 2.584 0.177 -1.411
C 1.106 0.051 -1.146
C 0.610 -0.611 -0.115
N -0.771 -0.867 0.264
C -1.715 -0.193 -0.642
H 3.967 1.850 -1.417
H 2.232 2.359 -1.274
H 2.951 1.958 0.034
H 3.165 -0.514 -0.798
H 2.604 0.064 -2.502
H 0.361 0.439 -1.842
H 1.291 -0.997 0.630
H -0.859 -1.867 0.126
H -1.677 -0.753 -1.598
H -1.364 0.812 -0.932
H -2.697 0.060 -0.228
O -4.906 -1.534 4.733
H -4.453 -0.785 5.123
H -5.410 -1.257 3.986

Output
- SMILES: CC/C=C/NC.O
- HOMO energy: -8.43 eV
- ΔE to the lowest compared entry with this formula, charge and spin: 2.312 eV
- Total energy: -8931.6987 eV
- Kohn-Sham gap: 0.3418 hartree
- LUMO: 0.9 eV
- Net charge: 0

The following is a DFT calculation (ωB97M-V with the def2-TZVPD basis set) of C30H51Cl2N2PRuS as an isolated structure in a non-equilibrium geometry.

CARTESIAN COORDINATES (ANGSTROEM)
P -2.607 1.880 -1.195
C -3.759 2.751 0.082
C -4.727 3.872 -0.392
C -5.535 4.491 0.760
C -6.197 3.461 1.686
C -5.254 2.314 2.087
C -4.522 1.700 0.883
C -3.789 0.868 -2.264
C -5.173 1.471 -2.566
C -5.927 0.595 -3.585
C -6.034 -0.871 -3.148
C -4.706 -1.462 -2.633
C -3.966 -0.527 -1.661
C -2.443 3.336 -2.382
C -1.796 4.594 -1.786
C -2.095 5.803 -2.691
C -1.714 5.583 -4.161
C -2.021 4.182 -4.708
C -1.755 3.034 -3.713
H -2.979 3.188 0.732
H -5.439 3.471 -1.129
H -4.200 4.678 -0.922
H -6.308 5.152 0.347
H -4.862 5.123 1.356
H -6.570 3.965 2.589
H -7.082 3.045 1.184
H -4.504 2.687 2.800
H -5.829 1.529 2.592
H -3.834 0.914 1.226
H -5.256 1.198 0.236
H -3.242 0.770 -3.217
H -5.402 0.651 -4.551
H -5.123 2.510 -2.937
H -5.767 1.505 -1.641
H -6.933 1.005 -3.736
H -6.404 -1.480 -3.984
H -6.793 -0.957 -2.358
H -4.896 -2.420 -2.130
H -4.046 -1.677 -3.488
H -2.990 -0.963 -1.406
H -4.525 -0.451 -0.716
H -3.496 3.567 -2.608
H -2.146 4.798 -0.764
H -0.708 4.430 -1.715
H -3.168 6.040 -2.650
H -1.571 6.682 -2.301
H -0.638 5.758 -4.261
H -2.215 6.337 -4.781
H -1.435 4.006 -5.617
H -3.077 4.161 -5.011
H -2.099 2.086 -4.144
H -0.674 2.918 -3.540
Ru -0.733 0.463 -0.367
Cl -0.706 -0.429 -2.542
Cl -0.810 1.677 1.651
C -0.374 -1.168 0.473
H 0.659 -1.572 0.539
C -1.364 -2.158 0.922
C -1.099 -3.563 0.964
C -2.168 -4.413 1.217
C -3.464 -3.923 1.424
C -3.692 -2.531 1.468
C -2.624 -1.659 1.277
H -0.074 -3.936 0.824
H -1.994 -5.493 1.280
H -4.684 -2.137 1.674
H -2.716 -0.578 1.422
H -4.303 -4.610 1.599
C 4.645 -0.629 3.011
C 3.279 -0.343 2.385
N 3.359 0.374 1.058
C 2.546 -0.049 0.037
S 1.492 1.083 -0.698
N 2.690 -1.320 -0.403
C 3.998 -2.021 -0.340
C 3.892 -3.446 0.169
H 5.459 -0.737 2.294
H 4.577 -1.549 3.603
H 4.909 0.170 3.714
H 2.666 -1.255 2.274
H 2.727 0.348 3.037
H 3.279 1.379 1.220
H 2.109 -1.533 -1.232
H 4.447 -2.024 -1.340
H 4.646 -1.414 0.297
H 3.310 -4.062 -0.528
H 4.898 -3.872 0.245
H 3.432 -3.492 1.162

Output
- HOMO energy (spin up / spin down): -6.07 / -8.02 eV
- Total energy: -82668.6951 eV
- Kohn-Sham gap (spin up / spin down): 0.2296 / 0.2578 hartree
- LUMO (spin up / spin down): 0.2 / -1.0 eV
- Net charge: 0
- Multiplicity: 5
- Expectation value of S²: 6.0413

The following is a DFT calculation (ωB97M-V with the def2-TZVPD basis set) of an isolated ion of composition C3H9IN3 and charge +1 in a non-equilibrium geometry.

CARTESIAN COORDINATES (ANGSTROEM)
C -0.004 -0.895 0.544
C -0.770 1.661 0.822
C -0.915 0.476 -0.219
N 0.896 -1.206 -0.282
N 1.929 -2.072 0.027
N -0.358 0.767 -1.455
I -3.037 -0.304 0.016
H -0.118 -1.162 1.632
H 0.240 1.935 0.850
H -0.931 1.125 1.818
H -1.516 2.364 0.521
H 1.898 -2.562 0.875
H 2.941 -1.819 -0.240
H 0.732 -0.540 -1.134
H -0.908 0.534 -2.239
H -0.077 1.699 -1.538

Output
- HOMO energy (spin up / spin down): -9.88 / -13.71 eV
- ΔE to the lowest compared entry with this formula, charge and spin: 2.032 eV
- Total energy: -15815.0086 eV
- Kohn-Sham gap (spin up / spin down): 0.2272 / 0.2392 hartree
- LUMO (spin up / spin down): -3.7 / -7.2 eV
- Net charge: +1
- Multiplicity: 3
- Expectation value of S²: 2.0065

The following is a DFT calculation (ωB97M-V with the def2-TZVPD basis set) of C5H6N2O as an isolated structure in a non-equilibrium geometry.

CARTESIAN COORDINATES (ANGSTROEM)
C -0.865 -0.945 -1.091
C 0.770 0.295 -0.061
C 0.823 1.172 1.113
C -0.683 0.822 1.252
C -0.542 0.195 -0.185
H -1.576 -2.423 -2.099
H 2.044 -0.217 -1.575
H 1.216 0.790 2.025
H 0.977 2.208 0.875
H -0.757 -0.028 2.084
H -1.614 1.603 1.357
N -1.879 -1.496 -1.589
N 1.563 -0.604 -0.668
O 0.522 -1.371 -1.437

Output
- HOMO energy: -8.97 eV
- ΔE to the lowest compared entry with this formula, charge and spin: 4.795 eV
- Total energy: -10304.8086 eV
- Kohn-Sham gap: 0.3569 hartree
- LUMO: 0.7 eV
- Net charge: 0

Question: Among the records above, which one has the lowest total energy?
Answer: C30H51Cl2N2PRuS